1.
67
Properties=species:S:1:pos:R:3:mulliken_charge:R:1 method="wB97M-V/def2-TZVPD" de_lowest_kj_mol=58.81 charge=+4 multiplicity=3 largest_force_ha_per_bohr=0.04262 s_squared=2.02 e_homo_ev="-20.41 / -20.42"
Mo 0.601 -0.032 -0.160 1.758
C 6.969 2.156 -1.776 -1.453
C 6.760 1.314 -0.483 1.649
C 7.143 2.188 0.737 -1.495
C 7.657 0.079 -0.525 -2.055
C 5.309 0.980 -0.425 0.457
C 4.823 -0.339 -0.575 -0.604
C 3.486 -0.593 -0.515 -0.802
N 2.568 0.403 -0.302 -0.769
C 3.008 1.700 -0.213 -1.056
C 4.337 1.999 -0.260 0.537
C 1.896 2.649 -0.057 -0.361
C 2.026 4.003 -0.077 0.553
C 0.909 4.861 0.095 0.441
C -0.329 4.222 0.317 -0.903
C -0.418 2.865 0.312 -0.282
N 0.657 2.027 0.093 -0.408
C 1.073 6.341 0.066 1.709
C 1.767 6.731 -1.265 -1.499
C -0.263 7.082 0.172 -2.068
C 1.982 6.735 1.257 -1.466
H 8.031 2.388 -1.851 0.454
H 6.418 3.097 -1.752 0.372
H 6.680 1.599 -2.668 0.409
H 8.198 2.443 0.651 0.471
H 7.006 1.641 1.671 0.389
H 6.584 3.123 0.783 0.352
H 8.698 0.395 -0.536 0.418
H 7.507 -0.515 -1.430 0.455
H 7.519 -0.561 0.349 0.475
H 5.504 -1.160 -0.749 0.555
H 3.104 -1.600 -0.649 0.525
H 4.656 3.027 -0.168 0.585
H 3.004 4.435 -0.236 0.564
H -1.228 4.798 0.486 0.601
H -1.379 2.406 0.497 0.508
H 1.177 6.422 -2.128 0.399
H 2.773 6.318 -1.350 0.363
H 1.863 7.816 -1.292 0.471
H -0.947 6.809 -0.633 0.487
H -0.086 8.153 0.087 0.415
H -0.741 6.926 1.142 0.461
H 2.978 6.294 1.189 0.361
H 1.540 6.449 2.212 0.410
H 2.096 7.819 1.245 0.454
O -2.562 0.188 -0.638 0.038
C -1.466 0.245 -0.453 0.359
C -1.214 -2.710 6.589 -1.380
C -1.078 -2.765 5.111 0.726
C 0.195 -2.875 4.503 -1.085
C 0.333 -2.954 3.140 -0.250
C -0.832 -2.898 2.351 1.039
C -2.112 -2.768 2.921 -0.418
C -2.217 -2.717 4.292 -0.704
S -0.799 -3.068 0.639 0.311
C 0.312 -4.398 0.241 -1.102
O 0.172 -1.743 0.080 -0.515
H -0.255 -2.690 7.098 0.389
H -1.779 -3.576 6.947 0.378
H -1.806 -1.841 6.887 0.389
H 1.074 -2.935 5.132 0.385
H 1.314 -3.100 2.704 0.306
H -3.004 -2.747 2.304 0.478
H -3.198 -2.652 4.745 0.479
H 1.219 -4.362 0.842 0.396
H 0.510 -4.384 -0.832 0.497
H -0.264 -5.300 0.479 0.448

=====

2.
67
Properties=species:S:1:pos:R:3:mulliken_charge:R:1 method="wB97M-V/def2-TZVPD" de_lowest_kj_mol=45.55 charge=0 smiles="Cc1cc(C)c(CN2CCC(n3nccc3NC(=O)CCOc3ccccc3)CC2)cc1C" largest_force_ha_per_bohr=0.01613 e_homo_ev=-8.37
C 5.049 4.687 -4.129 -1.493
C 3.869 4.182 -3.355 0.978
C 3.150 3.086 -3.809 -0.923
C 2.052 2.583 -3.128 0.461
C 1.661 3.204 -1.942 0.125
C 2.379 4.300 -1.485 -0.786
C 3.475 4.804 -2.169 0.991
C 4.220 5.991 -1.639 -1.532
H 3.775 6.341 -0.710 0.394
H 5.263 5.737 -1.449 0.317
H 4.205 6.808 -2.360 0.336
H 2.074 4.777 -0.564 0.266
C 0.478 2.701 -1.158 -1.199
N 0.689 1.345 -0.672 0.677
C -0.510 0.793 -0.075 -1.201
C -0.298 -0.681 0.256 -0.118
H -1.211 -1.097 0.687 0.087
H -0.065 -1.228 -0.659 0.219
C 0.875 -0.817 1.232 -0.302
N 1.114 -2.207 1.548 1.086
C 0.333 -3.044 2.272 0.438
C 0.918 -4.297 2.215 -0.911
C 2.061 -4.106 1.436 -0.432
N 2.161 -2.852 1.043 -1.251
H 2.806 -4.822 1.152 0.471
H 0.570 -5.198 2.677 0.456
N -0.869 -2.704 2.896 0.119
C -1.124 -1.633 3.686 0.574
O -0.322 -0.762 3.946 -0.670
C -2.548 -1.623 4.234 -1.053
H -2.687 -0.685 4.772 0.399
C -3.614 -1.750 3.147 -0.512
H -4.596 -1.496 3.567 0.524
H -3.396 -1.059 2.320 0.397
O -3.620 -3.086 2.683 -0.323
C -4.487 -3.441 1.684 0.641
C -4.412 -4.769 1.266 -0.440
C -5.244 -5.231 0.268 -0.452
C -6.159 -4.378 -0.329 -0.537
C -6.232 -3.061 0.084 -0.622
C -5.402 -2.584 1.086 -0.270
H -5.481 -1.552 1.390 0.356
H -6.941 -2.388 -0.374 0.357
H -6.811 -4.739 -1.109 0.381
H -5.178 -6.262 -0.046 0.370
H -3.696 -5.422 1.742 0.373
H -2.661 -2.450 4.938 0.302
H -1.605 -3.397 2.821 0.203
C 2.107 -0.186 0.596 -0.819
C 1.805 1.268 0.254 -0.690
H 1.591 1.830 1.183 0.290
H 2.674 1.722 -0.227 0.479
H 2.365 -0.733 -0.310 0.284
H 2.952 -0.242 1.281 0.452
H 0.637 -0.293 2.166 0.147
H -0.793 1.335 0.848 0.387
H -1.330 0.893 -0.791 0.395
H -0.403 2.682 -1.809 0.455
H 0.267 3.396 -0.325 0.408
C 1.300 1.404 -3.664 -1.181
H 1.833 0.953 -4.497 0.421
H 1.157 0.667 -2.878 0.113
H 0.315 1.715 -4.014 0.260
H 3.457 2.607 -4.729 0.298
H 5.952 4.651 -3.519 0.316
H 4.896 5.723 -4.430 0.328
H 5.211 4.088 -5.021 0.387

=====

3.
70
Properties=species:S:1:pos:R:3:mulliken_charge:R:1 method="wB97M-V/def2-TZVPD" de_lowest_kj_mol=299.78 charge=0 smiles="CCCCCCc1ccc2c(c1S(C)(=O)=O)C(=O)NC2=O.c1cc[nH]c1.c1cc[nH]c1.c1cc[nH]c1" largest_force_ha_per_bohr=0.05207 e_homo_ev=-7.89
C 6.133 -0.804 -0.707 -1.020
C 6.447 0.660 -0.300 -0.613
C 5.803 1.609 -1.357 -0.706
C 4.340 1.911 -0.906 -0.721
C 3.337 1.934 -2.100 -1.540
C 2.236 0.849 -1.999 -0.130
C 1.054 1.261 -1.130 1.502
C 1.183 2.332 -0.272 0.024
C 0.178 2.761 0.550 -1.477
C -1.014 2.091 0.526 -0.491
C -1.157 1.001 -0.320 -0.071
C -0.157 0.563 -1.159 -0.300
S -0.422 -0.867 -2.206 1.563
C -0.208 -2.388 -1.266 -1.165
O 0.491 -0.927 -3.322 -0.615
O -1.771 -0.818 -2.685 -0.706
C -2.555 0.476 -0.039 0.331
O -3.150 -0.498 -0.427 -0.570
N -3.206 1.337 0.929 -0.118
C -2.275 2.338 1.302 0.238
O -2.495 3.229 2.088 -0.575
H 6.350 -0.912 -1.772 0.306
H 6.749 -1.485 -0.114 0.356
H 5.074 -0.992 -0.511 0.192
H 5.936 0.835 0.652 0.317
H 7.513 0.852 -0.166 0.395
H 6.361 2.549 -1.364 0.384
H 5.825 1.146 -2.345 0.390
H 3.996 1.200 -0.150 0.499
H 4.367 2.928 -0.497 0.244
H 3.905 1.688 -3.001 0.539
H 2.831 2.891 -2.246 0.586
H 1.839 0.756 -3.013 0.350
H 2.652 -0.121 -1.712 0.351
H 2.111 2.883 -0.195 0.237
H 0.294 3.606 1.221 0.490
H -1.162 -2.629 -0.797 0.396
H 0.043 -3.123 -2.032 0.448
H 0.627 -2.305 -0.567 0.347
H -4.021 1.641 0.400 0.328
N 2.444 -0.957 -7.572 0.019
C 1.555 -0.240 -8.324 -0.440
C 0.527 0.147 -7.505 -0.956
C 0.809 -0.353 -6.204 0.222
C 1.998 -1.027 -6.277 -0.802
H 3.292 -1.369 -7.914 0.174
H 1.729 -0.068 -9.373 0.388
H -0.332 0.724 -7.804 0.387
H 0.211 -0.233 -5.322 0.591
H 2.563 -1.549 -5.523 0.422
N -2.728 -0.781 3.281 0.264
C -2.149 -1.871 3.873 -0.757
C -1.850 -1.539 5.168 -0.210
C -2.270 -0.196 5.367 -0.620
C -2.810 0.242 4.183 -0.623
H -3.046 -0.738 2.328 0.196
H -2.000 -2.785 3.324 0.451
H -1.383 -2.186 5.892 0.427
H -2.186 0.381 6.273 0.427
H -3.242 1.190 3.908 0.443
N -5.538 -1.139 5.820 0.074
C -6.288 -0.789 6.907 -0.549
C -7.396 -1.595 6.935 -0.470
C -7.307 -2.470 5.820 -0.651
C -6.148 -2.164 5.155 -0.191
H -4.667 -0.707 5.551 0.328
H -5.971 0.002 7.566 0.340
H -8.182 -1.562 7.671 0.385
H -8.011 -3.236 5.539 0.381
H -5.707 -2.586 4.268 0.355

=====

4.
72
Properties=species:S:1:pos:R:3:mulliken_charge:R:1 method="wB97M-V/def2-TZVPD" charge=0 smiles="COc1cccc([C@H](C(=O)NC(C)(C)C)N(Cc2ccco2)C(=O)CCC(=O)Nc2cc(C)on2)c1OC" largest_force_ha_per_bohr=0.02325 e_homo_ev=-8.38
C -4.988 -0.612 -3.772 -1.026
H -6.010 -0.984 -3.715 0.261
O -4.504 -0.651 -2.452 -0.343
C -3.212 -0.256 -2.211 0.972
C -2.370 0.229 -3.203 -0.539
C -1.094 0.671 -2.902 -1.392
C -0.635 0.628 -1.603 -0.638
C -1.442 0.108 -0.598 -0.249
C -2.740 -0.333 -0.886 -0.021
O -3.471 -0.768 0.190 -0.485
C -4.551 -1.662 0.020 -0.988
H -4.753 -2.057 1.018 0.297
H -4.295 -2.484 -0.651 0.351
H -5.441 -1.155 -0.356 0.295
C -0.957 0.089 0.826 1.096
N 0.229 -0.724 1.087 0.790
C 0.654 -0.621 2.375 0.310
O 0.042 0.067 3.175 -0.654
C 1.961 -1.275 2.768 -0.870
H 2.169 -2.201 2.236 0.324
C 3.098 -0.257 2.551 -0.648
C 3.580 -0.254 1.113 0.391
O 4.477 -0.979 0.735 -0.664
N 2.914 0.609 0.295 0.265
C 3.209 0.790 -1.035 0.504
N 2.415 1.504 -1.802 -0.400
O 2.966 1.517 -3.045 -0.286
C 4.107 0.803 -3.034 0.235
C 4.321 0.309 -1.782 -0.279
H 5.121 -0.298 -1.422 0.468
C 4.878 0.686 -4.295 -1.285
H 5.154 1.675 -4.657 0.324
H 4.275 0.204 -5.062 0.312
H 5.776 0.102 -4.121 0.314
H 2.090 1.126 0.630 0.082
H 2.753 0.735 2.846 0.315
H 3.948 -0.543 3.172 0.472
H 1.891 -1.492 3.835 0.515
C 0.641 -1.771 0.173 -0.701
C 0.108 -3.104 0.601 -0.671
C -1.167 -3.540 0.811 0.425
C -1.059 -4.880 1.257 -0.877
C 0.271 -5.156 1.286 -0.569
O 0.985 -4.087 0.897 -0.385
H 0.816 -6.039 1.554 0.475
H -1.861 -5.539 1.518 0.474
H -2.064 -2.974 0.672 0.575
H 1.730 -1.828 0.113 0.425
H 0.260 -1.512 -0.818 0.719
H -1.765 -0.248 1.484 0.902
C -0.584 1.542 1.196 -0.446
O 0.553 1.963 1.070 -1.166
N -1.636 2.272 1.571 -0.101
H -2.521 1.802 1.673 0.444
C -1.595 3.687 1.946 1.436
C -3.014 4.086 2.348 -1.934
H -3.345 3.503 3.205 0.441
H -3.705 3.925 1.523 0.416
H -3.042 5.138 2.618 0.437
C -1.132 4.507 0.739 -1.601
H -0.143 4.182 0.432 0.339
H -1.093 5.562 0.995 0.474
H -1.816 4.371 -0.095 0.348
C -0.637 3.872 3.124 -1.614
H 0.371 3.603 2.822 0.327
H -0.643 4.906 3.457 0.492
H -0.929 3.228 3.950 0.367
H 0.349 1.006 -1.367 0.706
H -0.463 1.065 -3.682 0.505
H -2.716 0.285 -4.222 0.449
H -4.996 0.407 -4.169 0.371
H -4.406 -1.259 -4.436 0.389

=====

5.
71
Properties=species:S:1:pos:R:3:mulliken_charge:R:1 method="wB97M-V/def2-TZVPD" de_lowest_kj_mol=154.77 charge=+2 largest_force_ha_per_bohr=0.02537 e_homo_ev=-12.32
Tl -0.309 0.196 0.238 1.151
Se -3.280 1.424 -1.629 0.027
Se -4.160 -0.008 -0.013 0.056
C -3.199 -1.613 -0.518 0.177
C -3.940 -2.777 -0.660 -0.763
C -3.281 -3.944 -1.016 -0.369
C -1.914 -3.910 -1.236 -1.001
C -1.254 -2.715 -1.055 -0.538
N -1.873 -1.576 -0.688 0.422
C -2.551 2.825 -0.515 -0.012
C -3.261 4.012 -0.436 -0.664
C -2.727 5.057 0.311 -0.403
C -1.509 4.881 0.937 -0.966
C -0.866 3.663 0.809 -0.362
N -1.365 2.642 0.097 0.480
H -5.011 -2.756 -0.508 0.482
H -3.832 -4.871 -1.124 0.446
H -1.367 -4.799 -1.530 0.468
H -0.180 -2.663 -1.182 0.714
H -4.212 4.107 -0.941 0.517
H -3.267 5.994 0.403 0.434
H -1.058 5.673 1.523 0.493
H 0.081 3.485 1.314 0.413
Te 2.283 1.586 0.152 -0.015
C 3.819 0.361 -0.483 0.282
C 4.674 -0.381 0.285 -0.427
C 5.760 -0.928 -0.465 -0.500
C 5.708 -0.591 -1.783 -0.506
S 4.356 0.403 -2.115 -0.120
H 4.534 -0.533 1.349 0.459
H 6.546 -1.539 -0.036 0.409
H 6.404 -0.851 -2.574 0.413
C -0.810 -3.183 2.398 -0.673
N 0.395 -2.896 3.139 0.197
C 0.283 -3.210 4.558 -0.945
C 1.033 -1.608 2.863 -1.783
C 0.239 -0.373 3.279 0.856
C 0.382 0.107 4.587 -0.486
C -0.439 1.111 5.086 -0.846
C -1.421 1.676 4.283 -0.948
C -1.562 1.254 2.963 -0.401
C -0.734 0.243 2.508 0.584
H -1.160 -4.186 2.657 0.455
H -0.589 -3.165 1.330 0.091
H -1.634 -2.477 2.590 0.254
H -0.038 -4.246 4.670 0.358
H -0.434 -2.570 5.096 0.324
H 1.261 -3.108 5.035 0.314
H 1.255 -1.558 1.790 0.144
H 1.979 -1.608 3.402 0.561
H 1.152 -0.327 5.220 0.465
H -0.318 1.449 6.111 0.432
H -2.077 2.450 4.670 0.447
H -2.315 1.707 2.332 0.543
N 1.743 1.124 -4.962 -0.019
C 0.691 2.126 -4.530 -0.950
C 0.455 1.934 -3.037 -0.341
N 0.048 0.568 -2.683 0.287
C 1.006 -0.422 -3.198 -0.012
C 1.275 -0.290 -4.692 -0.969
H 2.589 1.293 -4.421 0.219
H 1.982 1.244 -5.939 0.384
H -0.205 1.924 -5.113 0.393
H 1.045 3.129 -4.761 0.452
H -0.295 2.641 -2.696 0.183
H 1.374 2.158 -2.497 0.144
H -0.898 0.381 -2.994 0.267
H 0.640 -1.424 -3.004 0.164
H 1.950 -0.295 -2.649 -0.168
H 0.368 -0.441 -5.269 0.390
H 2.038 -0.984 -5.036 0.434

=====

6.
75
Properties=species:S:1:pos:R:3:mulliken_charge:R:1 method="wB97M-V/def2-TZVPD" de_lowest_kj_mol=35.34 charge=+2 largest_force_ha_per_bohr=0.01683 e_homo_ev=-12.69
Zr -0.290 0.195 -0.042 0.154
O 2.308 1.352 -3.413 -0.454
C 1.819 0.890 -2.303 -0.143
O 0.710 0.365 -2.192 -0.246
C 2.686 0.977 -1.094 0.514
C 4.009 1.348 -0.992 -0.589
C 4.614 1.227 0.264 -0.524
C 3.904 0.710 1.341 -0.789
C 2.592 0.320 1.121 0.804
N 2.010 0.507 -0.050 -0.061
C 1.585 -0.288 2.098 0.081
O 1.593 -0.020 3.266 -0.556
O 0.686 -0.985 1.416 -0.537
H 1.683 1.226 -4.150 0.432
H 4.551 1.704 -1.857 0.601
H 5.648 1.517 0.389 0.488
H 4.352 0.586 2.317 0.580
C -1.989 -0.564 3.592 -1.399
As -2.411 0.112 1.832 1.360
C -3.101 1.884 2.194 -1.297
C -4.066 -0.777 1.289 -1.836
C -3.995 -2.185 0.674 2.399
C -3.130 -3.098 1.547 -1.844
C -3.492 -2.133 -0.783 -1.662
As -1.576 -2.076 -1.128 0.992
C -0.901 -3.853 -0.755 -1.293
C -1.566 -1.995 -3.060 -1.265
C -5.440 -2.724 0.647 -2.059
As -5.669 -4.529 -0.171 0.222
C -7.173 -5.085 0.944 -1.197
C -6.709 -3.972 -1.733 -1.097
H -2.884 -0.587 4.210 0.473
H -1.247 0.097 4.039 0.468
H -1.557 -1.558 3.515 0.382
H -4.003 1.813 2.800 0.518
H -3.333 2.374 1.249 0.349
H -2.357 2.469 2.731 0.388
H -4.558 -0.084 0.601 0.548
H -4.672 -0.810 2.198 0.664
H -2.094 -2.747 1.597 -0.027
H -3.128 -4.116 1.158 0.433
H -3.520 -3.129 2.566 0.403
H -3.907 -1.266 -1.304 0.510
H -3.822 -3.026 -1.318 0.574
H -1.698 -4.583 -0.889 0.407
H -0.517 -3.904 0.260 0.370
H -0.096 -4.060 -1.457 0.515
H -2.190 -2.789 -3.466 0.505
H -0.544 -2.117 -3.416 0.434
H -1.943 -1.024 -3.376 0.251
H -6.094 -2.023 0.121 0.632
H -5.808 -2.800 1.674 0.624
H -6.824 -5.324 1.947 0.362
H -7.620 -5.980 0.515 0.416
H -7.925 -4.298 0.994 0.370
H -6.086 -3.418 -2.436 0.293
H -7.553 -3.351 -1.433 0.347
H -7.084 -4.859 -2.241 0.425
Br -2.260 2.154 -4.063 -0.102
C -1.301 3.042 -2.716 -0.323
C -0.764 4.321 -2.963 -0.455
C -0.051 4.980 -2.002 -0.055
Br 0.629 6.695 -2.367 -0.146
C 0.181 4.377 -0.740 0.416
C 0.881 4.959 0.339 -0.781
C 1.042 4.264 1.513 -1.347
C 0.551 2.959 1.614 -0.516
N -0.116 2.378 0.629 1.074
C -0.352 3.091 -0.521 0.876
C -1.138 2.422 -1.502 0.367
O -1.637 1.226 -1.163 -0.437
H -0.932 4.786 -3.924 0.489
H 1.281 5.959 0.234 0.417
H 1.559 4.705 2.353 0.482
H 0.721 2.371 2.510 0.628

=====

7.
68
Properties=species:S:1:pos:R:3:mulliken_charge:R:1 method="wB97M-V/def2-TZVPD" charge=-1 largest_force_ha_per_bohr=0.07743 e_homo_ev=-3.23
Sc 0.079 -0.206 -0.187 -1.263
Cl -0.100 -2.646 -0.419 -0.493
N 1.841 -0.580 0.818 0.489
N -1.828 -0.153 -0.970 0.720
C 2.976 -0.676 0.240 0.754
C -2.078 -0.121 -2.222 0.678
C 2.020 -1.038 2.245 1.486
C 3.288 -1.875 2.083 -0.906
C 0.872 -1.853 2.791 -1.617
C 2.303 0.189 3.104 -1.549
H 0.634 -2.686 2.138 0.431
H -0.012 -1.235 2.901 -0.027
H 1.143 -2.234 3.776 0.457
H 3.183 0.722 2.745 0.420
H 2.487 -0.120 4.133 0.417
H 1.458 0.867 3.086 0.157
C -3.131 -0.412 -0.253 1.246
C -3.932 -1.026 -1.401 -0.816
C -3.726 0.932 0.149 -1.400
C -3.024 -1.358 0.920 -1.783
H -2.524 -2.278 0.638 0.358
H -4.026 -1.591 1.281 0.470
H -2.473 -0.897 1.732 0.242
H -3.873 1.570 -0.721 0.399
H -3.073 1.442 0.847 0.110
H -4.695 0.773 0.624 0.462
O -3.317 -0.474 -2.601 -0.402
H -4.980 -0.745 -1.398 0.337
H -3.825 -2.109 -1.448 0.375
O 3.954 -1.291 0.925 -0.406
H 3.072 -2.915 1.843 0.369
H 3.964 -1.809 2.929 0.336
C 3.315 -0.118 -1.077 -1.428
C -1.157 0.329 -3.276 -1.499
C 0.222 -0.275 -3.249 0.203
H -1.053 1.413 -3.160 0.351
H -1.641 0.166 -4.230 0.364
C 0.996 -0.291 -2.085 1.267
C 2.376 -0.488 -2.194 0.039
H 0.468 1.229 -0.658 0.026
C 2.936 -0.918 -3.405 1.048
C 2.106 -1.063 -4.505 -1.267
C 4.400 -1.214 -3.561 -1.917
C 0.769 -0.704 -4.467 1.065
H 2.527 -1.419 -5.436 0.157
C -0.035 -0.776 -5.733 -1.948
H 0.552 -1.233 -6.526 0.349
H -0.339 0.210 -6.087 0.371
H -0.940 -1.372 -5.615 0.373
H 5.015 -0.318 -3.469 0.369
H 4.596 -1.637 -4.543 0.354
H 4.758 -1.931 -2.822 0.370
H 4.335 -0.397 -1.307 0.386
H 3.302 0.972 -0.970 0.328
C -0.474 1.345 1.484 -0.654
C -1.020 2.087 2.703 1.314
C -1.614 3.365 2.576 -0.514
C -2.110 4.037 3.696 -0.637
C -2.028 3.450 4.959 -0.479
C -1.451 2.189 5.105 -0.817
C -0.950 1.512 3.989 -0.041
H -1.149 0.529 1.600 -0.462
H -0.795 2.049 0.692 0.143
H -1.693 3.849 1.611 0.393
H -2.559 5.016 3.584 0.363
H -2.414 3.973 5.825 0.344
H -1.391 1.734 6.085 0.388
H -0.518 0.537 4.141 0.252